(one)
One molecule with the formula C3H6N2, computed with ωB97M-V/def2-TZVPD.

Values from the calculation:
* E_LUMO: 1.235 eV
* SMILES: C=NN1CC1

Geometry (Å):
C (-1.2735, -1.2615, 0.6460)
N (-0.5550, -0.2345, 0.8634)
N (-0.3122, 0.5665, -0.2909)
C (1.0703, 1.1426, -0.1615)
C (0.9012, -0.0560, -0.9320)
H (-1.3866, -1.6778, -0.3532)
H (-1.5215, -1.7983, 1.5613)
H (1.6653, 1.0346, 0.7594)
H (1.0132, 2.1757, -0.5899)
H (0.7089, -0.0194, -2.0506)
H (1.4030, -0.9894, -0.6495)


(two)
One molecule with the formula C3H6N2, computed with ωB97M-V/def2-TZVPD.

Values from the calculation:
* E_LUMO: 0.888 eV
* SMILES: CNCC#N

Geometry (Å):
C (-1.1016, 0.2184, -0.6139)
N (-0.3050, 0.6820, 0.5267)
C (0.7253, -0.2439, 0.9506)
C (1.4446, -0.7093, -0.2634)
N (1.4660, -0.9067, -1.4087)
H (-0.4524, -0.1768, -1.5710)
H (-1.7971, 1.0552, -0.8306)
H (-1.7311, -0.6033, -0.2163)
H (0.0922, 1.5994, 0.3518)
H (1.3949, 0.2154, 1.6774)
H (0.2642, -1.1305, 1.3974)


(three)
One molecule with the formula C3H6N2, computed with ωB97M-V/def2-TZVPD.

Values from the calculation:
* E_LUMO: 0.979 eV
* SMILES: [H]/N=C1\C[C@H]1N

Geometry (Å):
H (0.6248, 1.9415, 1.1360)
N (-0.3573, 1.9338, 0.8750)
C (-0.1004, 0.9316, 0.1512)
C (1.0931, 0.0352, -0.0846)
C (-0.3083, -0.2466, -0.6402)
N (-1.0055, -1.3986, -0.1641)
H (1.8909, 0.2233, -0.8067)
H (1.4285, -0.6186, 0.7285)
H (-0.3844, -0.0526, -1.7016)
H (-1.9945, -1.2719, -0.3376)
H (-0.8871, -1.4770, 0.8440)


(four)
One molecule with the formula C3H6N2, computed with ωB97M-V/def2-TZVPD.

Values from the calculation:
* E_LUMO: 0.939 eV
* SMILES: C=C=NNC

Geometry (Å):
C (-1.6190, 1.6673, 0.1740)
C (-1.6452, 0.4026, -0.1573)
N (-1.1440, -0.7039, -0.4164)
N (0.2758, -0.3724, 0.0338)
C (1.4796, -1.1250, -0.2835)
H (-1.6738, 1.9777, 1.2105)
H (-1.3442, 2.3815, -0.5948)
H (0.1439, -0.4149, 1.0324)
H (1.4729, -2.1952, -0.0523)
H (2.2375, -0.6545, 0.3661)
H (1.8165, -0.9630, -1.3125)


Top of the stability list: (two), leading by 130.9 kJ/mol.


(one)
C3H6N2 as an isolated structure, computed with ωB97M-V/def2-TZVPD.

Values from the calculation:
* E_LUMO: -1.089 eV

Geometry (Å):
C (1.5728, -0.5046, -0.0635)
C (0.9681, 0.7900, -0.0932)
C (-2.3538, -0.0499, 0.2218)
H (0.8242, -1.2637, -0.7420)
H (1.5309, -1.0464, 1.1863)
H (2.8426, -0.3953, -0.4106)
H (1.5856, 1.5869, 0.3198)
H (-3.0147, -0.9162, -0.2354)
H (-2.6912, 0.9222, 1.5642)
N (-0.2448, 1.0274, -0.6390)
N (-1.0198, -0.1502, -1.1083)


(two)
One molecule with the formula C3H6N2, computed with ωB97M-V/def2-TZVPD.

Values from the calculation:
* E_LUMO: 1.018 eV
* SMILES: C1=NCCN1

Geometry (Å):
C (-1.4019, -0.2973, 0.0162)
N (-0.6184, -1.3373, 0.0216)
C (0.7925, -0.8796, -0.0456)
C (0.7476, 0.6836, 0.0646)
N (-0.7363, 0.8882, 0.0234)
H (-2.4514, -0.5043, 0.0466)
H (1.1823, -1.3141, 0.9274)
H (1.3632, -1.1136, -1.0338)
H (1.1126, 0.9735, 1.0548)
H (1.2844, 1.1194, -0.7529)
H (-1.2746, 1.7816, -0.3223)


Top of the stability list: (two), leading by 1030.7 kJ/mol.


(one)
A 2-piece molecular cluster, C3H6N2 overall, computed with ωB97M-V/def2-TZVPD.

Values from the calculation:
* E_LUMO (alpha / beta): 0.090 / 0.294 eV

Geometry (Å):
C (-2.2768, 0.2228, 0.1344)
C (1.5015, -0.8581, 0.0062)
C (1.0973, 0.5422, -0.1097)
N (-1.4730, -0.6038, -0.3447)
N (0.3755, -0.3585, 0.6323)
H (-3.2457, 0.3165, -0.2287)
H (-1.9871, 0.9698, 0.8166)
H (1.5648, -1.4948, -0.9442)
H (2.2504, -1.0521, 0.6058)
H (1.4814, 1.4058, 0.5312)
H (0.7116, 0.9103, -1.0992)


(two)
One molecule with the formula C3H6N2, computed with ωB97M-V/def2-TZVPD.

Values from the calculation:
* E_LUMO: 0.794 eV
* SMILES: CNCC#N

Geometry (Å):
C (1.2768, -0.5674, -0.2695)
N (0.5381, 0.2716, 0.6461)
C (-0.6372, 0.8182, 0.0472)
C (-1.6774, -0.1772, -0.3652)
N (-2.6704, -0.6957, -0.0715)
H (0.6750, -1.4018, -0.6685)
H (2.1666, -0.9583, 0.2269)
H (1.5917, 0.0552, -1.1139)
H (0.3195, -0.2028, 1.5159)
H (-1.2037, 1.3483, 0.8109)
H (-0.3790, 1.5098, -0.7586)


Top of the stability list: (two), leading by 432.2 kJ/mol.


(one)
A 2-piece molecular cluster, C4H5NO3 overall, computed with ωB97M-V/def2-TZVPD.

Values from the calculation:
* E_LUMO: -3.002 eV

Geometry (Å):
C (2.2394, -0.4234, 0.1886)
C (-0.0503, -0.3701, -0.4135)
C (-0.5451, 0.9208, -0.2186)
C (-2.2326, -0.5286, -0.2520)
H (3.1595, -1.0625, -0.0446)
H (2.6227, 0.5489, -0.2944)
H (2.3814, -0.0248, 1.2379)
H (0.0619, 1.7202, -0.9740)
H (-2.4765, 1.6988, 1.7389)
N (-1.8793, 0.8559, -0.4354)
O (1.1299, -0.9961, -0.3255)
O (-3.3100, -1.1190, 0.1665)
O (-1.1012, -1.2202, -0.3738)


(two)
A 2-piece molecular cluster, C4H5NO3 overall, computed with ωB97M-V/def2-TZVPD.

Values from the calculation:
* E_LUMO: -2.626 eV

Geometry (Å):
C (-1.7993, 0.2122, -0.0207)
C (-0.4018, -0.4863, -0.1215)
C (0.2145, -1.6718, -0.0996)
C (1.8587, -0.0950, -0.2361)
H (-2.5539, -0.7104, -0.1172)
H (-2.3134, 0.9904, -0.7372)
H (-1.8770, 0.7602, 1.0317)
H (-0.1769, -2.7269, -0.2696)
H (1.4156, 2.4939, 1.4324)
N (0.6600, 0.4608, -0.5859)
O (1.5265, -1.4898, 0.0124)
O (2.9418, 0.4028, -0.0595)
O (0.5051, 1.8599, -0.2293)


(three)
One molecule with the formula C4H5NO3, computed with ωB97M-V/def2-TZVPD.

Values from the calculation:
* E_LUMO: 0.158 eV
* SMILES: COn1ccc(=O)o1

Geometry (Å):
C (0.7633, -0.9932, 1.6137)
O (1.3111, -1.0425, 0.3360)
N (0.6917, -0.2905, -0.7669)
C (-0.6565, -0.4680, -1.0471)
C (-1.2003, 0.7458, -1.3155)
C (-0.2075, 1.7580, -0.7658)
O (-0.1900, 2.9531, -0.8785)
O (0.8738, 1.0091, -0.2643)
H (0.5645, 0.0910, 2.1062)
H (1.4466, -1.6152, 2.2045)
H (-0.2463, -1.5226, 1.7116)
H (-0.9660, -1.5003, -1.3118)
H (-2.1843, 0.8754, -1.6223)


(four)
One molecule with the formula C4H5NO3, computed with ωB97M-V/def2-TZVPD.

Values from the calculation:
* E_LUMO: 0.419 eV
* SMILES: O=C[C@@H]1CONC1=O

Geometry (Å):
O (-2.1977, 1.1732, 0.7553)
C (-1.7365, 0.3091, -0.0054)
C (-0.5004, -0.4657, 0.3175)
C (0.4226, 0.0354, 1.3535)
O (1.4446, 0.7243, 0.6310)
N (1.7088, -0.2118, -0.3852)
C (0.4615, -0.6276, -0.8485)
O (0.2267, -0.9792, -1.9951)
H (-2.2245, -0.0501, -0.9185)
H (-0.7932, -1.5138, 0.5661)
H (0.8490, -0.7432, 1.9698)
H (-0.0545, 0.7500, 2.0025)
H (2.5907, 0.1868, -0.9552)


Top of the stability list: (four), leading by 183.9 kJ/mol.


(one)
A 2-piece molecular cluster, C4H12 overall, computed with ωB97M-V/def2-TZVPD.

Values from the calculation:
* E_LUMO: 1.126 eV
* SMILES: CC.CC

Geometry (Å):
C (-0.1946, 0.2020, 2.2964)
C (-1.2975, 0.3659, 1.2974)
H (-0.1521, 1.0081, 3.0273)
H (-0.0348, -0.8505, 2.8054)
H (0.8369, 0.1616, 1.8331)
H (-1.5925, -0.6212, 0.9815)
H (-0.9583, 0.7255, 0.3017)
H (-1.9989, 1.3022, 1.3721)
C (1.4964, -0.4091, -1.5243)
C (-0.0613, -0.1847, -1.9607)
H (1.8674, -0.3141, -2.6008)
H (1.7962, 0.5087, -0.9637)
H (1.7549, -1.5003, -1.2303)
H (-0.5892, 0.2544, -1.1407)
H (-0.5638, -1.1107, -2.2596)
H (-0.0231, 0.5916, -2.7788)


(two)
A 2-piece molecular cluster, C4H12 overall, computed with ωB97M-V/def2-TZVPD.

Values from the calculation:
* E_LUMO: 1.093 eV
* SMILES: CC.CC

Geometry (Å):
C (-0.6696, -1.2055, -0.7689)
C (-0.9448, -2.3044, -1.8255)
H (-1.1920, -0.2850, -1.1244)
H (-1.1181, -1.4903, 0.1680)
H (0.3498, -0.9168, -0.6293)
H (-1.9646, -2.8792, -1.5677)
H (-1.3366, -1.7643, -2.8336)
H (-0.2192, -3.0305, -2.2463)
C (0.9451, 2.3721, 0.8967)
C (0.7824, 1.1308, 1.7518)
H (1.6061, 2.5370, 0.0028)
H (-0.1192, 2.2854, 0.3111)
H (0.9043, 3.2393, 1.3777)
H (-0.1312, 0.5749, 1.6035)
H (0.8249, 1.3123, 2.7993)
H (1.7169, 0.4595, 1.8140)


Top of the stability list: (two), leading by 11.9 kJ/mol.


(one)
A 2-piece molecular cluster, C4H12 overall, computed with ωB97M-V/def2-TZVPD.

Values from the calculation:
* E_LUMO: 1.097 eV
* SMILES: CC.CC

Geometry (Å):
C (-1.4177, -2.0725, 1.0264)
C (-1.2431, -0.5190, 1.4116)
H (-0.7142, -2.4422, 0.2397)
H (-1.2328, -2.7908, 1.9319)
H (-2.5318, -2.3726, 0.9556)
H (-0.5847, 0.0229, 0.8937)
H (-0.9518, -0.4016, 2.5322)
H (-2.2136, -0.1313, 1.1731)
C (1.6433, 0.9623, -0.6325)
C (1.0437, 1.6711, -1.8536)
H (1.6120, -0.1335, -0.7695)
H (2.5296, 1.3189, -0.2658)
H (0.8435, 1.2094, 0.1247)
H (1.7690, 1.4488, -2.7782)
H (0.0593, 1.5204, -2.1825)
H (1.3890, 2.7099, -1.8066)


(two)
A 2-piece molecular cluster, C4H12 overall, computed with ωB97M-V/def2-TZVPD.

Values from the calculation:
* E_LUMO: 1.163 eV
* SMILES: CC.CC

Geometry (Å):
C (-1.2168, -0.9787, -0.8372)
C (-1.7217, -2.0948, 0.0795)
H (-0.3139, -1.2635, -1.3845)
H (-2.0497, -0.6889, -1.4791)
H (-0.8581, -0.1224, -0.2705)
H (-2.0782, -1.6832, 1.0189)
H (-2.6880, -2.5234, -0.2240)
H (-1.0246, -2.9022, 0.2549)
C (1.3674, 1.2606, 1.0925)
C (1.5901, 1.8192, -0.3073)
H (1.7675, 0.2418, 1.1719)
H (1.9532, 1.8069, 1.8348)
H (0.3114, 1.2560, 1.3661)
H (1.4306, 2.9008, -0.2928)
H (0.8085, 1.5615, -1.0313)
H (2.5775, 1.5884, -0.6995)


Top of the stability list: (two), leading by 125.6 kJ/mol.


(one)
A 2-piece molecular cluster, C4H12 overall, computed with ωB97M-V/def2-TZVPD.

Values from the calculation:
* E_LUMO: 1.097 eV
* SMILES: CC.CC

Geometry (Å):
C (1.9466, -2.0745, 0.6469)
C (0.5450, -2.0334, 1.1327)
H (2.5679, -1.5603, 1.4094)
H (2.3228, -3.0283, 0.7926)
H (2.1046, -1.4865, -0.2293)
H (0.5741, -0.9424, 1.5462)
H (-0.1670, -2.1307, 0.1737)
H (0.2796, -2.9539, 1.7978)
C (-0.8992, 1.4070, -1.1021)
C (-1.6288, 2.6822, -0.6551)
H (0.0870, 1.7307, -1.4713)
H (-0.8152, 0.7463, -0.3351)
H (-1.4006, 0.8707, -1.9985)
H (-2.6211, 2.5307, -0.9257)
H (-1.1919, 3.4430, -1.2977)
H (-1.5215, 2.8927, 0.4040)


(two)
A 2-piece molecular cluster, C4H12 overall, computed with ωB97M-V/def2-TZVPD.

Values from the calculation:
* E_LUMO: 1.167 eV
* SMILES: CC.CC

Geometry (Å):
C (0.1127, 0.7026, -1.6631)
C (-0.7625, -0.3738, -2.3397)
H (-0.4258, 1.6270, -1.5014)
H (0.6106, 0.2166, -0.8345)
H (0.9054, 0.9572, -2.3806)
H (-0.1063, -1.1232, -2.7768)
H (-1.4944, -0.8499, -1.6817)
H (-1.3177, 0.0824, -3.1553)
C (-0.3903, -0.2769, 2.2119)
C (1.0422, -0.0217, 1.7903)
H (-0.6063, -1.3406, 2.2562)
H (-0.5963, 0.1793, 3.1839)
H (-1.0661, 0.1859, 1.4954)
H (1.2276, 1.0014, 1.4640)
H (1.4177, -0.6409, 0.9643)
H (1.7778, -0.2237, 2.5677)


Top of the stability list: (two), leading by 125.5 kJ/mol.


(one)
A 2-piece molecular cluster, C4H12 overall, computed with ωB97M-V/def2-TZVPD.

Values from the calculation:
* E_LUMO: 1.152 eV
* SMILES: CC.CC

Geometry (Å):
C (2.5631, 0.0602, 0.4427)
C (1.5607, -0.3782, 1.5042)
H (2.2220, 0.9386, -0.1096)
H (3.4882, 0.3692, 0.9319)
H (2.8761, -0.7411, -0.2274)
H (1.7751, -1.3536, 1.9446)
H (0.5298, -0.3673, 1.1635)
H (1.5798, 0.3758, 2.3006)
C (-2.7749, 0.2996, -1.2187)
C (-1.3441, -0.0408, -0.7944)
H (-2.7396, 0.9959, -2.0589)
H (-3.3513, -0.5960, -1.4453)
H (-3.3363, 0.8160, -0.4354)
H (-0.8922, -0.6492, -1.5707)
H (-1.3667, -0.5980, 0.1473)
H (-0.7896, 0.8689, -0.5742)


(two)
A 2-piece molecular cluster, C4H12 overall, computed with ωB97M-V/def2-TZVPD.

Values from the calculation:
* E_LUMO: 1.097 eV
* SMILES: CC.CC

Geometry (Å):
C (-0.9814, -1.7503, -1.3521)
C (-1.7380, -1.8817, -0.0160)
H (-0.4368, -2.6876, -1.5600)
H (-1.5959, -1.7884, -2.2461)
H (-0.3197, -0.8943, -1.4620)
H (-0.9923, -1.9293, 0.7772)
H (-2.3188, -2.7796, -0.1301)
H (-2.2856, -0.9671, 0.2040)
C (1.6282, 1.7388, 0.0335)
C (1.0100, 1.9533, 1.4321)
H (2.2114, 0.8211, 0.0071)
H (0.8918, 1.7105, -0.7706)
H (2.3078, 2.5461, -0.2469)
H (0.7124, 2.9684, 1.6428)
H (1.7878, 1.5995, 2.1058)
H (0.1191, 1.3407, 1.5813)


(three)
A 2-piece molecular cluster, C4H12 overall, computed with ωB97M-V/def2-TZVPD.

Values from the calculation:
* E_LUMO: 1.158 eV
* SMILES: CC.CC

Geometry (Å):
C (-0.8560, -1.6865, -1.1984)
C (0.5980, -1.4429, -1.6721)
H (-1.0682, -2.6360, -0.7027)
H (-1.2443, -0.8616, -0.6097)
H (-1.5027, -1.7703, -2.0772)
H (1.0398, -0.5783, -1.1868)
H (0.5096, -1.3095, -2.7497)
H (1.2649, -2.2961, -1.5591)
C (-0.4323, 1.1566, 1.1322)
C (0.6879, 1.9806, 1.7588)
H (-1.4286, 1.1616, 1.5791)
H (-0.6964, 1.5337, 0.1367)
H (-0.0600, 0.1421, 1.0134)
H (0.6794, 3.0252, 1.4616)
H (0.8240, 1.8530, 2.8344)
H (1.6414, 1.5530, 1.4207)


(four)
A 2-piece molecular cluster, C4H12 overall, computed with ωB97M-V/def2-TZVPD.

Values from the calculation:
* E_LUMO: 1.070 eV
* SMILES: CC.CC

Geometry (Å):
C (1.9060, -0.5858, -2.1082)
C (1.2373, -1.1417, -0.7677)
H (2.5791, 0.1367, -1.8022)
H (2.5483, -1.4122, -2.6220)
H (1.1809, -0.0007, -2.6539)
H (2.0179, -1.5572, -0.1027)
H (0.5910, -1.8912, -1.0225)
H (0.7545, -0.3983, -0.2737)
C (-0.8668, 0.6179, 1.4015)
C (-2.3058, 1.0844, 1.5184)
H (-0.2904, 1.1160, 2.1915)
H (-0.7318, -0.4670, 1.6099)
H (-0.6086, 0.9110, 0.3404)
H (-2.6110, 1.4977, 0.4684)
H (-2.3296, 1.9861, 2.0300)
H (-2.9248, 0.2298, 1.5728)


Top of the stability list: (one), leading by 18.3 kJ/mol.